1.
Computed, not measured: 2 unconnected molecules or ions with the total composition H4O2, with the ωB97M-V functional and the def2-TZVPD basis.

XYZ file:
```
6
Properties=species:S:1:pos:R:3:forces:R:3
O 1.608 -0.218 0.013 -1.287 -1.045 -0.120
H 0.589 -0.266 -0.145 2.739 1.039 0.382
H 2.048 0.631 -0.079 -0.836 0.056 -0.191
O -1.021 -0.114 -0.054 -2.508 -0.049 0.449
H -1.477 0.732 0.148 0.726 -0.546 -0.223
H -1.748 -0.765 0.117 1.166 0.545 -0.298
```
Positions in Å, forces in eV/Å.

Properties
Total energy, eV: -4159.5784
Structure (SMILES): O.O
ΔE to the lowest compared entry with this formula, charge and spin, kcal/mol: 8.31
LUMO level, eV: 0.47
E_HOMO, eV: -10.30
Net charge: 0

For reference, the Löwdin charges in units of e are: O -0.13; H 0.01; H 0.01; O -0.06; H 0.08; H 0.09

***

2.
Computed, not measured: a molecular structure, C15H24BF4IrN5S, with the ωB97M-V functional and the def2-TZVPD basis.

XYZ file:
```
51
Properties=species:S:1:pos:R:3:forces:R:3
Ir 0.144 -0.307 -0.029 0.597 -0.088 -0.500
N -0.956 -1.332 -1.456 -0.347 0.033 -0.046
C -0.100 -1.488 -2.670 0.024 -0.018 0.032
C 0.434 -0.122 -3.017 -0.004 0.023 -0.039
N 1.041 0.536 -1.810 -0.121 -0.187 0.159
C 0.743 2.009 -1.862 0.001 0.035 0.030
C -0.716 2.281 -1.573 0.006 -0.019 -0.025
N -1.118 1.529 -0.358 0.246 -0.122 0.156
C 2.523 0.340 -1.799 0.016 -0.021 0.038
C 3.048 0.695 -0.427 -0.008 0.035 -0.067
N 2.263 -0.083 0.551 -0.580 0.076 0.299
H -1.225 -2.247 -1.093 0.016 -0.002 -0.006
H -1.818 -0.841 -1.695 -0.012 -0.037 -0.035
H -0.676 -1.914 -3.491 -0.011 0.034 -0.009
H 0.691 -2.186 -2.408 -0.008 -0.014 -0.021
H -0.381 0.504 -3.374 0.013 0.010 -0.013
H 1.169 -0.173 -3.821 0.015 -0.016 0.017
H 1.031 2.389 -2.845 -0.014 -0.007 -0.005
H 1.348 2.501 -1.108 0.004 0.003 0.005
H -1.365 1.984 -2.396 0.006 -0.010 -0.005
H -0.859 3.353 -1.432 -0.003 -0.002 0.011
H -2.126 1.394 -0.365 -0.001 -0.003 0.042
H -0.905 2.081 0.479 -0.031 0.078 0.050
H 2.980 0.946 -2.584 -0.004 0.018 0.011
H 2.719 -0.709 -2.025 -0.005 0.022 -0.017
H 2.927 1.749 -0.196 0.027 -0.001 0.022
H 4.108 0.454 -0.342 -0.013 -0.041 -0.002
H 2.223 0.349 1.478 0.001 0.094 0.010
H 2.654 -1.014 0.667 -0.008 0.002 0.038
S 0.754 -4.507 1.437 0.048 0.023 0.075
C 1.924 -4.251 0.230 -0.038 -0.018 -0.050
C 1.856 -3.001 -0.324 0.050 0.006 0.050
C 0.831 -2.216 0.275 0.022 -0.060 -0.292
C 0.160 -2.915 1.244 -0.043 -0.028 -0.035
C -0.909 -2.253 1.946 -0.021 0.006 -0.023
C -1.653 -2.772 2.992 -0.014 -0.015 0.000
C -2.629 -1.990 3.579 -0.006 -0.015 -0.003
C -2.846 -0.705 3.097 -0.002 0.005 -0.017
C -2.077 -0.243 2.055 -0.003 -0.002 0.026
N -1.125 -0.996 1.474 0.228 -0.013 0.206
H 2.615 -5.042 -0.021 -0.007 -0.003 -0.013
H 2.539 -2.685 -1.101 -0.004 -0.007 0.012
H -1.450 -3.774 3.344 -0.002 0.001 0.005
H -3.212 -2.372 4.406 0.001 0.001 0.001
H -3.589 -0.053 3.532 -0.001 -0.003 0.004
H -2.206 0.765 1.706 0.059 0.078 0.006
F 1.401 2.715 3.340 -0.033 0.027 0.030
B 0.631 2.029 2.484 0.154 -0.095 -0.094
F 1.081 2.229 1.097 0.024 0.022 0.056
F -0.723 2.359 2.470 -0.152 -0.047 -0.037
F 0.764 0.600 2.667 -0.060 0.265 -0.037
```
Positions in Å, forces in eV/Å.

Properties
Total energy, eV: -48607.5567
ΔE to the lowest compared entry with this formula, charge and spin, kcal/mol: 0.00
LUMO level (spin up / spin down), eV: -7.17 / -8.98
E_HOMO (spin up / spin down), eV: -14.96 / -14.94
Net charge: +2
Spin multiplicity: 2

Results of the Löwdin charge analysis, in e, for atoms 1 through 8: Ir 1.58; N -0.04; C -0.14; C -0.13; N -0.25; C -0.14; C -0.16; N -0.04

***

3.
Computed, not measured: a gas-phase ion, C25H33ClN5O2 (charge +1), with the ωB97M-V functional and the def2-TZVPD basis.

XYZ file:
```
66
Properties=species:S:1:pos:R:3:forces:R:3
C -5.395 -2.924 -2.097 -0.051 0.076 0.135
C -5.155 -2.017 -0.885 -0.116 -0.137 -0.239
C -3.738 -2.072 -0.459 0.025 0.005 0.232
N -3.273 -2.860 0.451 -0.859 -0.420 0.278
N -1.932 -2.647 0.506 -0.118 0.520 -0.637
C -1.106 -3.449 1.372 0.131 0.028 0.129
C -0.354 -2.639 2.446 0.141 -0.048 -0.174
C 1.149 -2.537 2.194 -0.247 -0.310 0.523
N 1.496 -1.581 1.118 -0.360 -0.095 -0.381
C 1.658 -0.202 1.627 0.038 0.809 0.005
C 1.915 0.744 0.443 -0.056 0.003 0.187
N 3.082 0.357 -0.304 -0.236 0.132 -0.237
C 4.354 0.821 0.055 0.337 0.160 0.104
C 4.592 1.558 1.216 -0.189 -0.062 -0.017
C 5.861 2.032 1.500 0.103 -0.021 -0.076
C 6.925 1.780 0.655 0.050 0.026 -0.029
C 6.688 1.059 -0.504 -0.189 -0.013 0.172
Cl 7.985 0.741 -1.600 0.078 -0.006 -0.063
C 5.424 0.590 -0.811 0.085 -0.049 0.016
C 2.928 -0.989 -0.797 0.042 -0.268 0.108
C 2.706 -1.972 0.364 0.550 -0.032 -0.599
C -1.568 -1.708 -0.394 -0.080 -0.314 0.255
O -0.423 -1.272 -0.606 0.449 0.248 -0.257
N -2.719 -1.334 -1.022 0.218 -0.374 0.311
C -2.789 -0.297 -2.022 -0.068 0.687 0.050
C -3.032 1.075 -1.387 0.220 -0.059 -0.197
O -4.280 1.024 -0.743 -0.083 0.018 0.013
C -4.789 2.172 -0.178 -0.140 0.038 0.127
C -6.051 2.044 0.400 0.158 -0.092 -0.099
C -6.654 3.135 0.990 0.031 -0.066 -0.033
C -6.009 4.362 1.014 0.036 0.151 0.028
C -4.756 4.485 0.444 -0.107 0.050 0.071
C -4.138 3.396 -0.152 0.205 -0.252 -0.173
H -5.158 -3.955 -1.848 0.021 -0.090 -0.028
H -6.440 -2.871 -2.389 -0.077 -0.025 -0.092
H -4.786 -2.625 -2.947 0.040 0.000 -0.117
H -5.764 -2.363 -0.051 0.035 0.109 0.032
H -5.421 -0.987 -1.119 -0.039 -0.064 0.114
H -0.402 -4.024 0.761 -0.060 -0.032 0.039
H -1.802 -4.147 1.839 0.121 0.051 -0.102
H -0.799 -1.646 2.530 -0.046 0.013 0.090
H -0.489 -3.130 3.409 0.031 0.054 0.019
H 1.530 -3.523 1.920 0.065 0.111 -0.045
H 1.659 -2.229 3.110 0.069 0.018 -0.150
H 0.678 -1.534 0.393 0.340 -0.083 0.408
H 0.753 0.094 2.159 -0.015 -0.117 0.012
H 2.505 -0.182 2.318 -0.081 -0.119 -0.007
H 2.013 1.770 0.791 -0.075 -0.055 0.034
H 1.055 0.693 -0.235 0.027 0.085 0.109
H 3.799 1.779 1.913 -0.105 -0.006 0.052
H 6.021 2.600 2.403 0.023 0.055 0.083
H 7.914 2.141 0.882 0.119 0.029 -0.001
H 5.278 0.071 -1.744 -0.009 -0.033 -0.120
H 3.808 -1.300 -1.354 -0.105 -0.052 0.005
H 2.060 -1.021 -1.464 0.096 -0.065 -0.034
H 2.572 -2.981 -0.027 -0.093 -0.003 0.121
H 3.568 -1.957 1.037 -0.097 -0.041 0.044
H -3.600 -0.528 -2.713 0.100 -0.030 -0.008
H -1.836 -0.285 -2.557 -0.152 -0.019 -0.005
H -2.232 1.303 -0.667 -0.071 0.004 -0.104
H -3.023 1.835 -2.179 0.018 -0.044 0.086
H -6.540 1.083 0.372 -0.068 -0.116 -0.002
H -7.633 3.028 1.432 -0.092 -0.016 0.040
H -6.483 5.216 1.472 -0.041 0.082 0.043
H -4.246 5.436 0.457 0.039 0.081 0.001
H -3.160 3.521 -0.590 0.082 -0.013 -0.050
```
Positions in Å, forces in eV/Å.

Properties
Total energy, eV: -50523.8036
Structure (SMILES): CCc1nn(CCC[NH+]2CCN(c3cccc(Cl)c3)CC2)c(=O)n1CCOc1ccccc1
ΔE to the lowest compared entry with this formula, charge and spin, kcal/mol: 7.01
LUMO level, eV: -2.02
E_HOMO, eV: -10.69
Net charge: +1

Results of the Löwdin charge analysis, in e, for atoms 1 through 8: C -0.07; C -0.16; C -0.27; N 0.18; N -0.05; C -0.09; C -0.12; C -0.13